Computed, not measured: the ion C4H5N2O with charge -1 in a non-equilibrium geometry, with ωB97M-V/def2-TZVPD.

Last columns: bonded neighbours and bond lengths (Å).
Element x y z (Å)
1 H 0.8019 1.1569 1.3406  C10 1.097
2 C -0.7595 -0.7945 -0.5878  C4 1.375, H5 1.139, C7 1.471
3 H 1.1843 -0.1817 -1.1547  C7 1.086
4 C -1.7778 -0.9559 0.3212  C2 1.375, N12 1.186
5 H -1.1252 -1.0871 -1.6258  C2 1.139
6 H 0.8875 -0.6571 1.7089  C10 1.158
7 C 0.4377 0.0388 -0.3977  C2 1.471, H3 1.086, C10 1.499, N11 1.510
8 H 2.1486 0.2471 0.7746  C10 1.062
9 O -0.2397 1.7385 -1.9180  N11 1.262
10 C 1.1015 0.1814 0.9387  H1 1.097, H6 1.158, C7 1.499, H8 1.062
11 N -0.2434 1.3474 -0.7181  C7 1.510, O9 1.262
12 N -2.4160 -1.0339 1.3180  C4 1.186

## Properties
orbital gap (alpha / beta)	6.8779 / 6.8796	eV
LUMO (alpha / beta)	0.159 / 0.159	Eh
charge	-1

These are the natural (NBO) partial charges, in e, on atoms 1 to 2: number 1, H, carries 0.218; number 2, C, carries -0.579

Computed, not measured: the ion C4H5N2O with charge +1 in a non-equilibrium geometry, with ωB97M-V/def2-TZVPD.

Last columns: bonded neighbours and bond lengths (Å).
Element x y z (Å)
1 H 2.5748 0.9752 0.1493  N3 1.022
2 N -0.2796 1.2796 0.1487  O6 1.304, H8 0.959
3 N 2.4022 -0.0048 -0.0843  H1 1.022, H5 1.073, C12 1.260
4 C -1.9481 -0.3649 0.1834  O6 1.415, H7 1.024, C9 1.417, H10 1.143
5 H 3.2072 -0.5909 -0.4829  N3 1.073
6 O -1.3962 0.8254 -0.3475  N2 1.304, C4 1.415
7 H -2.0939 -0.3883 1.1965  C4 1.024
8 H 0.0476 1.9059 -0.5003  N2 0.959
9 C -1.0034 -1.4070 0.0134  C4 1.417, C11 1.268
10 H -2.9549 -0.6630 -0.2682  C4 1.143
11 C 0.2444 -1.1870 0.0601  C9 1.268, C12 1.257
12 C 1.1999 -0.3802 -0.0681  N3 1.260, C11 1.257

## Properties
orbital gap (alpha / beta)	7.8517 / 8.0809	eV
LUMO (alpha / beta)	-0.225 / -0.214	Eh
charge	+1

These are the natural (NBO) partial charges, in e, on atoms 1 to 2: number 1, H, carries 0.446; number 2, N, carries -0.159

Computed, not measured: the ion C4H5N2O2 with charge +1 in a non-equilibrium geometry, with ωB97M-V/def2-TZVPD.

Last columns: bonded neighbours and bond lengths (Å).
Element x y z (Å)
1 N -0.2540 -0.4436 0.3264  C9 1.439, C11 1.289
2 O 0.9535 0.8567 -0.2825  C10 1.249
3 H 2.0076 -0.8677 1.2542  N8 1.009
4 H 0.5700 2.3619 -1.5640  C10 1.090
5 H -2.2418 -0.5714 -0.2382  C11 1.086
6 C -1.1395 1.0733 -1.1358  C10 1.391, C11 1.393, H13 1.072
7 O -0.8449 -2.2524 1.4279  C9 1.196
8 N 1.3483 -1.5658 1.5632  H3 1.009, C9 1.314, H12 1.010
9 C 0.0871 -1.5406 1.1936  N1 1.439, O7 1.196, N8 1.314
10 C 0.1811 1.4960 -1.0275  O2 1.249, H4 1.090, C6 1.391
11 C -1.2937 -0.0493 -0.3248  N1 1.289, H5 1.086, C6 1.393
12 H 1.6650 -2.2985 2.1826  N8 1.010
13 H -1.9047 1.5260 -1.7342  C6 1.072

## Properties
orbital gap	7.9773	eV
LUMO	-0.265	Eh
charge	+1

These are the natural (NBO) partial charges, in e, on atoms 1 to 2: number 1, N, carries -0.100; number 2, O, carries -0.274

E readings, ordered: -340.0816; -339.6187; -415.0573 a.u.
Relative energy (zero: lowest compared OMol25 entry of this formula, charge and spin) readings, ordered: 0.00; 155.78; 27.11 kcal per mole
Molar mass readings, ordered: 97.10; 97.10; 113.10 g mol⁻¹